CH7O3 as an isolated structure. Source: the OMol25 dataset; level of theory: wB97M-V/def2-TZVPD.

2S+1: 1
Largest force on an atom, eV Å⁻¹: 1.3
Energy relative to the best compared isomer or geometry (same formula, charge and spin), kJ/mol: 26.5
E_HOMO, Eh: -0.153
Net charge: -1
Kohn-Sham gap, hartree: 0.3158
Lowest unoccupied orbital energy, Ha: 0.16242

The geometry in XYZ format:
```
11
Properties=species:S:1:pos:R:3:forces:R:3
C -1.1880 -0.1976 -0.5573 0.5 0.1 1.2
O -0.2577 -0.4934 0.4566 -0.6 0.5 -0.2
H -1.1577 -1.0185 -1.2645 -0.3 0.0 -0.7
H -2.2044 -0.0829 -0.1432 -0.1 -0.3 -0.1
H -0.9814 0.7768 -1.0290 0.1 -0.1 -0.4
H 0.4122 0.8051 0.9076 0.5 0.1 0.1
H 0.0498 1.9761 1.7638 0.7 0.2 -0.1
O 0.8329 1.6866 1.2602 -1.1 -0.1 0.2
H 2.0971 -0.7497 -0.6846 0.5 -0.4 -0.2
H 0.7441 -1.0966 -0.1096 0.4 -1.0 -0.1
O 1.6531 -1.6058 -0.5999 -0.6 1.1 0.3
```
Forces are in eV/Å.

Atom charges from the natural (NBO) analysis, given in e for atoms 1 to 4: number 1, C, carries -0.2403; number 2, O, carries -0.8856; number 3, H, carries 0.1544; number 4, H, carries 0.1230